(1)
Molecular formula: C44H45F2N3O3PS2Y
Method: DFT, the ωB97M-V functional and the def2-TZVPD basis

Geometry as XYZ:
```
101
Properties=species:S:1:pos:R:3:forces:R:3:lowdin_charge:R:1
Y -0.4022 0.7290 0.0282 -0.69 -1.26 0.81 1.4383
F 5.2183 0.3988 -0.3179 -0.04 0.17 -0.05 0.0455
C 4.2018 1.2605 -0.0566 -0.20 -0.02 0.12 -0.2584
C 2.9077 0.7816 -0.0566 -0.06 -0.02 0.01 -0.0829
C 1.7995 1.5843 0.2559 1.03 0.63 0.07 -0.1589
C 2.1041 2.9367 0.5284 0.20 -0.19 0.05 -0.1606
C 3.4267 3.3877 0.5270 -0.14 -0.21 0.07 -0.2191
F 3.7054 4.6752 0.8719 0.01 -0.12 -0.09 0.0500
C 4.5027 2.5735 0.2451 -0.02 -0.10 -0.05 0.0632
C 1.0518 3.9506 0.7471 0.12 0.44 -0.18 -0.2282
C 1.1163 5.1351 0.0009 -0.26 -0.01 0.03 -0.0068
C 0.1973 6.1352 0.2384 -0.10 -0.10 0.17 -0.0561
C -0.7599 5.9344 1.2250 0.14 0.07 0.04 -0.0680
C -0.7784 4.7202 1.8818 0.03 0.31 -0.01 -0.1767
N 0.0891 3.7420 1.6492 0.44 0.11 -0.32 0.0365
H 2.7821 -0.2616 -0.3079 0.06 -0.02 -0.03 0.0632
H 5.5142 2.9436 0.2606 0.10 0.05 0.04 0.1261
H 1.8699 5.2367 -0.7638 0.07 0.00 -0.03 0.1257
H 0.2044 7.0528 -0.3330 0.08 0.05 -0.03 0.1104
H -1.4799 6.7014 1.4604 -0.13 0.03 0.06 0.1046
H -1.5179 4.5104 2.6466 -0.16 0.07 -0.08 0.0900
S -4.5537 3.2090 0.0089 0.60 -0.45 0.01 1.0030
C -3.3253 4.2612 -0.5496 0.00 -0.14 -0.10 -0.4282
C -2.1060 3.6573 -0.6209 -0.38 0.26 -0.19 -0.2324
C -2.0832 2.3059 -0.1821 -0.62 0.22 0.03 -0.2706
C -3.3524 1.9115 0.1585 -0.19 1.07 -0.19 -0.5104
C -3.7443 0.5653 0.4755 -0.36 -0.69 0.14 -0.3029
C -5.0848 0.1506 0.4577 0.21 0.06 0.07 -0.0281
C -5.3982 -1.1678 0.7044 0.21 -0.05 0.06 -0.0571
C -4.3667 -2.0571 0.9872 -0.01 0.10 -0.03 -0.0565
C -3.0729 -1.5668 0.9829 0.00 -0.39 0.15 -0.1522
N -2.7487 -0.3077 0.7308 -0.07 0.39 -0.17 0.0501
H -3.5735 5.2719 -0.8136 -0.04 0.22 -0.05 0.0594
H -1.2440 4.1733 -1.0150 0.12 0.07 0.06 0.0896
H -5.8513 0.8729 0.2212 -0.08 0.00 -0.02 0.0861
H -6.4240 -1.5059 0.6685 -0.06 0.00 0.02 0.1083
H -4.5564 -3.1007 1.1901 0.02 -0.04 0.01 0.1002
H -2.2338 -2.2202 1.1918 -0.08 0.01 0.00 0.0495
C -2.0983 1.2090 4.5049 0.39 0.29 -0.69 -0.2113
S -1.0506 2.0092 3.2101 -0.41 0.10 2.32 0.8728
C 0.3274 2.4306 4.3437 -0.42 0.00 -0.60 -0.1992
O -0.5495 0.8263 2.4550 0.48 -0.75 -1.17 -0.6412
H -2.4673 1.9590 5.1941 -0.03 0.20 0.10 0.0499
H -1.5310 0.4483 5.0253 0.18 -0.14 0.07 0.0481
H -2.9301 0.7513 3.9800 -0.12 -0.03 -0.11 0.0436
H -0.0294 3.1162 5.1034 -0.11 0.11 0.14 0.0567
H 1.0880 2.9055 3.7345 0.03 0.03 -0.06 0.0412
H 0.7153 1.5200 4.7841 -0.08 -0.23 0.06 0.0566
O 1.5286 2.3629 -2.8476 -0.11 -0.03 -0.42 0.0948
C 0.5910 1.6474 -3.1313 0.53 0.42 0.11 -0.4363
N -0.1495 0.9300 -2.2323 0.05 0.07 0.24 0.0008
C -1.1803 0.2994 -2.8416 -0.09 -0.12 0.22 -0.4747
O -1.9693 -0.4082 -2.2141 0.09 -0.03 -0.08 0.0279
C -1.1145 0.5807 -4.3017 0.25 0.27 -0.46 -0.0793
C -1.8943 0.1885 -5.3683 0.00 -0.06 0.11 -0.0002
C -1.5062 0.6016 -6.6413 -0.16 -0.11 0.02 -0.0739
C -0.3807 1.3876 -6.8239 0.13 0.12 -0.06 -0.0725
C 0.3910 1.8048 -5.7426 0.00 0.02 0.13 -0.0015
C 0.0091 1.3914 -4.4872 -0.46 -0.30 -0.24 -0.0868
H -2.7753 -0.4182 -5.2184 -0.05 -0.07 0.01 0.1177
H -2.0906 0.3013 -7.5013 -0.01 0.01 0.00 0.1029
H -0.1002 1.6887 -7.8230 0.00 0.02 -0.07 0.1024
H 1.2580 2.4339 -5.8681 0.12 0.07 -0.06 0.1185
C 0.9123 -5.2617 -0.1873 -0.01 0.23 0.04 -0.0796
C -0.1878 -4.2485 0.1375 -0.17 0.28 -0.02 -0.6587
C -1.0812 -4.8586 1.2188 0.12 0.18 0.00 -0.0928
C -1.0346 -4.0279 -1.1226 0.06 0.08 0.05 -0.1009
P 0.4540 -2.4810 0.5818 0.90 -1.11 0.28 1.1683
C 1.7768 -2.4028 -0.7000 -0.36 0.25 0.02 -0.3929
C 3.1071 -2.8043 -0.6155 0.00 0.03 0.02 -0.1055
C 3.9780 -2.5662 -1.6667 0.06 -0.04 0.13 -0.0708
C 3.5405 -1.9375 -2.8203 -0.12 0.05 -0.06 -0.0628
C 2.2068 -1.5786 -2.9370 0.09 0.01 -0.13 -0.0528
C 1.3398 -1.8104 -1.8861 0.04 -0.13 0.18 -0.1417
C 1.3238 -2.5650 2.2812 -0.13 0.17 -0.17 -0.6771
C 0.2069 -2.3090 3.2998 -0.05 0.02 -0.22 -0.1111
C 2.2868 -1.3765 2.3426 -0.22 -0.01 -0.16 -0.0949
C 2.0809 -3.8287 2.6824 -0.13 0.06 -0.20 -0.0832
H 0.4408 -6.1901 -0.5130 -0.06 -0.07 -0.03 0.0896
H 1.5255 -5.4882 0.6795 0.09 -0.05 0.08 0.0655
H 1.5584 -4.9149 -0.9901 0.02 -0.02 -0.04 0.0733
H -1.4738 -5.8039 0.8460 -0.08 -0.09 -0.06 0.0864
H -1.9289 -4.2261 1.4629 -0.14 0.08 0.10 0.0585
H -0.5314 -5.0782 2.1286 0.03 0.02 0.15 0.0611
H -1.6161 -4.9213 -1.3410 -0.06 -0.18 -0.02 0.0872
H -0.4006 -3.8284 -1.9826 0.01 0.06 -0.12 0.0745
H -1.7249 -3.1929 -1.0068 -0.10 0.05 -0.06 0.0615
H 3.4891 -3.2829 0.2721 0.01 -0.02 0.07 0.0911
H 5.0138 -2.8563 -1.5702 0.09 -0.01 0.00 0.1085
H 4.2382 -1.7199 -3.6156 0.02 -0.01 -0.07 0.1074
H 1.8412 -1.0952 -3.8312 0.00 0.06 -0.11 0.1088
H 0.3012 -1.5191 -1.9697 0.00 -0.02 -0.08 0.0631
H -0.2946 -1.3678 3.0776 -0.05 0.03 0.10 0.0413
H 0.6355 -2.2494 4.2993 0.06 0.01 0.16 0.0885
H -0.5312 -3.1068 3.2958 -0.13 -0.12 0.05 0.0648
H 1.7756 -0.4504 2.0666 0.17 0.02 0.06 0.0476
H 3.1429 -1.5189 1.6873 0.04 0.12 -0.03 0.0698
H 2.6614 -1.2633 3.3614 -0.03 0.00 0.11 0.0936
H 1.4104 -4.6693 2.8290 -0.02 -0.17 0.01 0.0641
H 2.5884 -3.6377 3.6288 0.01 0.01 0.11 0.0883
H 2.8406 -4.1086 1.9601 0.08 -0.09 -0.04 0.0595
```
Forces are in eV/Å.

Summary:
Frontier orbital gap (eV): 8.0828
Relative energy (zero: lowest compared OMol25 entry of this formula, charge and spin) (eV): 0.172



(2)
Molecular formula: C44H45GeN6O3S3Tl
Method: DFT, the ωB97M-V functional and the def2-TZVPD basis

Geometry as XYZ:
```
103
Properties=species:S:1:pos:R:3:forces:R:3:lowdin_charge:R:1
Tl 1.0304 0.7376 -1.4183 -0.05 0.03 0.11 0.7820
C 3.2858 4.8885 4.8717 -0.35 0.05 0.55 -0.0585
C 4.4384 3.9192 4.6240 1.12 -0.77 1.29 -0.2199
N 4.4961 3.3881 3.2745 -1.14 0.09 -1.88 0.0753
C 3.9779 2.2890 2.7022 0.73 -1.54 3.40 -0.4934
S 3.3460 0.9608 3.8197 0.87 1.23 -0.88 0.9714
N 4.3388 2.0333 1.4718 1.05 0.49 -2.73 0.0742
N 4.1820 0.8376 0.9423 -0.99 -0.09 0.66 0.1331
C 4.3834 0.6610 -0.3368 0.22 0.98 0.64 -0.2723
C 4.6487 1.7089 -1.3441 -0.77 1.71 1.06 -0.0139
C 4.3654 -0.6578 -0.9269 -0.85 -2.42 0.36 -0.2623
C 5.4747 -1.0738 -1.6407 0.04 -0.34 1.10 -0.0170
C 5.4137 -2.2703 -2.2977 -0.87 -2.10 -0.98 -0.0255
C 4.2125 -3.0207 -2.3487 -0.24 2.76 1.95 0.0248
C 3.1459 -2.5415 -1.4996 1.42 -1.57 -0.85 -0.1176
N 3.2685 -1.4685 -0.7591 0.30 2.38 -0.22 0.0907
H 3.2804 5.2819 5.9298 0.17 -0.58 -1.14 0.1126
H 3.3376 5.7493 4.1958 0.05 -0.14 0.12 0.0845
H 2.3398 4.3652 4.6850 0.14 0.24 0.15 0.0246
H 5.4269 4.4301 4.7549 -0.81 -0.39 -0.05 0.1468
H 4.4587 3.0089 5.2735 -0.34 1.00 -0.15 0.1135
H 4.8481 4.0653 2.6018 0.24 -0.26 -0.24 0.1700
H 4.3839 2.7049 -0.9404 0.48 -0.44 -0.22 0.0962
H 5.6926 1.6792 -1.6398 0.19 -0.04 -0.16 0.1136
H 4.0097 1.5511 -2.1911 -0.03 -0.21 -0.71 0.0663
H 6.4466 -0.6947 -1.3820 0.23 0.78 -0.59 0.1339
H 6.3220 -2.6726 -2.7502 -0.33 0.10 -0.02 0.1281
H 4.0942 -3.9007 -2.9049 0.02 -1.06 -0.66 0.0923
H 2.2368 -3.1427 -1.3186 0.53 0.34 -0.33 0.1071
Ge 0.5114 1.8149 4.9159 -0.35 0.85 2.06 0.9744
C -1.2050 0.9803 4.8965 -0.18 1.46 -0.02 -0.3496
C -1.5182 -0.1172 4.1732 -1.19 -1.72 -0.57 -0.1110
C -2.8081 -0.6976 4.3407 0.24 0.11 0.29 -0.0851
C -3.7802 -0.1325 5.1400 0.36 1.08 0.37 -0.0464
C -3.4180 1.0700 5.8485 -1.38 -2.26 -1.04 -0.0729
C -2.1908 1.5936 5.7080 1.50 0.62 0.39 -0.1285
C 1.2558 1.2377 6.7180 0.17 1.03 -1.76 -0.3075
C 1.4422 -0.1238 6.8978 -1.11 -0.77 0.48 -0.1280
C 1.7722 -0.5931 8.1710 1.74 -0.15 -0.48 -0.0684
C 2.2156 0.3162 9.1287 0.40 -0.62 0.97 -0.0810
C 1.9556 1.6556 8.9647 0.55 1.44 -0.23 -0.0871
C 1.5220 2.1525 7.7421 -0.49 -1.86 -0.31 -0.1084
H 0.3411 3.3946 4.6907 0.28 -0.97 0.25 0.0270
H -0.8508 -0.6136 3.4502 -0.10 0.36 0.57 0.0935
H -3.0015 -1.6666 3.9279 -0.12 -0.26 -0.61 0.0918
H -4.7988 -0.5681 5.1946 0.92 0.31 0.20 0.1174
H -4.0881 1.5096 6.5349 -0.84 0.47 0.47 0.0967
H -1.9758 2.4905 6.3093 0.20 -0.40 -0.40 0.1129
H 1.2030 -0.8588 6.1052 0.13 0.52 0.46 0.1121
H 1.9746 -1.6491 8.3377 -0.25 0.12 -0.10 0.1100
H 2.8699 0.0069 9.9846 -1.27 0.04 -0.61 0.1312
H 2.1974 2.3902 9.7282 0.11 -0.29 0.09 0.1121
H 1.3543 3.1754 7.5491 -0.09 1.12 0.15 0.0799
C -1.6651 -6.9886 -2.5841 2.03 -0.52 0.44 -0.0874
C -0.8657 -5.8469 -1.9554 1.78 0.77 1.03 -0.2711
C -1.5893 -4.5211 -1.9921 0.19 -0.10 -0.52 -0.1858
N -1.0332 -3.5378 -0.9856 -1.83 -0.63 -1.98 0.0578
C -1.4980 -2.2763 -0.9496 1.42 0.14 -0.98 -0.7949
S -0.6143 -1.1329 0.0051 -0.80 -0.18 0.18 0.5373
N -2.3984 -1.7928 -1.8261 2.68 0.56 1.06 0.2065
C -3.4911 -2.3151 -2.4018 -2.17 -0.61 -0.55 -0.4641
O -3.5829 -2.2930 -3.6283 0.80 0.01 0.79 0.1782
C -4.5652 -2.8268 -1.5397 -1.12 -0.40 0.13 -0.1706
C -4.8115 -2.3184 -0.2502 -0.39 -1.56 0.40 -0.0069
C -5.8960 -2.8771 0.4705 0.50 0.52 1.19 -0.0604
C -6.7764 -3.7869 -0.1218 0.30 -0.16 0.58 -0.0750
C -6.5661 -4.2196 -1.4153 0.60 -0.28 -1.83 -0.0579
C -5.4217 -3.7949 -2.1082 -0.07 0.51 0.40 -0.0112
H -0.9592 -7.8502 -2.5516 -0.84 0.26 -0.16 0.0938
H -1.9639 -6.8461 -3.6092 -0.01 0.33 -0.37 0.0764
H -2.5238 -7.2132 -1.9881 -0.58 -0.19 0.36 0.0710
H 0.1666 -5.6754 -2.4207 -1.27 -0.62 0.43 0.1280
H -0.6741 -6.0257 -0.8528 -0.15 -0.38 -1.14 0.1284
H -2.6143 -4.7956 -1.7599 -0.30 0.69 0.15 0.1137
H -1.5161 -4.1690 -3.0557 -0.26 0.36 1.05 0.1463
H -0.1036 -3.7447 -0.6560 -0.06 0.29 0.41 0.1118
H -0.4124 -0.9761 -3.1876 0.35 0.88 -0.73 0.0144
H -4.0753 -1.7079 0.2744 -0.36 0.23 -0.30 0.1071
H -6.0159 -2.6476 1.5846 0.13 -0.15 -1.85 0.1317
H -7.5324 -4.2837 0.4819 -0.12 0.44 -0.13 0.1152
H -7.2434 -4.8780 -2.0002 0.41 0.29 1.02 0.1275
H -5.1388 -4.2075 -3.0831 -0.43 0.28 0.30 0.1258
C -3.3834 5.7113 -9.4586 -0.49 0.53 0.18 -0.0604
C -2.5797 4.7155 -8.6830 -0.29 -0.77 0.78 -0.7073
O -3.0522 3.8495 -7.9793 -0.01 0.80 -0.78 0.0274
S -0.7815 4.8873 -8.7491 -0.54 0.65 -1.41 1.0338
C -0.5026 3.5645 -7.6895 0.99 -0.86 1.47 -0.5623
C -0.1924 2.2538 -8.0846 0.05 1.68 -1.07 -0.0562
C -0.0017 1.3253 -7.1325 0.23 -0.52 3.21 -0.0250
C 0.0450 1.6759 -5.7592 -1.60 -0.22 0.15 -0.2001
C -0.2432 2.9983 -5.3461 0.85 -1.37 -0.44 -0.0157
C -0.5387 3.9114 -6.3278 -0.46 0.89 -0.17 -0.0900
C -0.0654 0.6232 -4.7465 1.10 1.96 -1.52 -0.0675
C -0.0638 -0.1546 -3.8356 -0.82 -2.14 1.56 -0.0519
H -3.9780 6.3023 -8.7023 0.31 -0.75 -0.97 0.1161
H -4.0138 5.1758 -10.1945 0.03 0.29 0.67 0.1035
H -2.7736 6.4134 -10.0233 0.18 -0.02 0.09 0.0668
H -0.0420 1.9844 -9.1199 -0.42 0.15 -0.17 0.1244
H 0.0430 0.2808 -7.2615 0.35 -1.01 -0.95 0.1099
H -0.1286 3.1864 -4.2907 -0.48 0.50 0.10 0.1085
H -0.8902 4.9397 -6.1032 0.58 -0.80 0.07 0.1246
O 1.0680 1.0758 2.3014 1.68 0.40 1.21 -0.0613
C 1.5909 1.2450 3.3869 -1.90 -0.67 -1.57 -0.7484
```
Forces are in eV/Å.

Summary:
Frontier orbital gap (alpha / beta) (eV): 4.7115 / 4.0449
Charge: +2
Relative energy (zero: lowest compared OMol25 entry of this formula, charge and spin) (eV): 5.441